Here is C23H33N3O2 as an isolated structure from the Open Molecules 2025 dataset. Energies are from ωB97M-V/def2-TZVPD.

Geometry as XYZ:
```
61
Properties=species:S:1:pos:R:3:forces:R:3
O 0.4807 1.6630 -1.9784 5.068 2.365 1.720
C -0.5869 1.2344 -2.0564 -6.659 -2.649 -3.153
N -1.6182 1.1473 -1.0930 3.251 0.382 -5.491
C -1.3419 1.5228 0.1576 1.283 2.578 0.362
C -0.4563 2.7720 0.4146 -6.085 -8.991 4.001
C -0.3953 2.9589 1.6751 0.727 0.768 3.363
C -0.9155 2.0775 2.6777 5.008 8.315 -0.191
C -1.7778 1.2517 2.4038 -3.460 -8.225 -0.485
C -1.9884 0.8308 1.0553 -1.967 -2.085 4.052
C -2.7366 -0.4743 0.8229 -4.615 1.189 -3.288
C -3.7711 -1.0411 1.8888 5.120 1.367 1.598
C -2.7641 -0.9875 3.0684 3.246 -3.939 4.958
C -2.1513 0.4400 3.6159 -11.724 -0.637 -8.284
H -1.7217 0.3273 4.4405 4.778 -0.623 6.318
H -3.2168 0.9728 3.9228 2.193 -0.956 -0.190
H -3.1752 -1.7276 3.9721 0.662 2.464 -1.644
H -1.6244 -1.6954 3.0197 -3.339 1.882 -1.040
H -3.8997 -2.1250 1.6947 -0.948 1.012 -0.026
H -4.5446 -0.3043 2.2444 0.101 -1.203 -1.152
H -3.5403 -0.3793 -0.0472 1.685 0.529 0.701
H -2.0578 -1.1664 0.3725 0.490 -0.931 0.453
H -0.9822 2.3968 3.6593 1.180 0.878 2.030
H -0.0292 3.8743 1.9341 1.547 2.273 1.478
H -0.2831 3.0402 -0.4405 2.932 4.763 -8.228
H -2.4470 0.7393 -1.4739 -0.494 -0.227 0.666
C -1.0227 0.7302 -3.5232 1.589 -0.933 0.518
C 0.4684 0.3205 -4.3340 -7.478 -5.100 -2.353
H 0.8581 1.1885 -4.1887 3.949 4.760 0.687
H 0.1068 0.1370 -5.4853 1.115 0.901 2.698
C 0.8488 -1.0767 -3.7725 -1.252 1.044 -0.392
N -0.0157 -1.3677 -2.6611 5.521 0.870 3.958
C 0.5303 -1.2544 -1.3894 -3.781 -4.697 3.164
O -0.2659 -1.8503 -0.4318 4.056 3.327 -3.686
N 1.8415 -0.8329 -1.1076 -5.482 -2.164 -0.064
H 2.1509 -0.1920 -1.7824 0.847 1.535 -0.259
C 1.9371 -0.6365 0.3072 11.747 1.926 -3.571
C 3.3770 -1.3423 0.5903 -3.073 -9.529 -2.568
C 4.1458 -1.1845 1.7723 3.475 9.555 1.638
C 3.2610 -0.1850 2.6927 3.452 -0.798 3.141
C 2.5601 0.9644 1.9259 12.192 1.482 4.645
C 2.5402 0.6805 0.6462 -6.137 2.847 -12.088
H 3.3081 0.8307 -0.1195 0.991 0.184 1.159
H 1.7370 1.4226 0.0716 1.642 -0.885 1.522
H 1.8703 1.2400 2.4688 -8.046 2.456 4.399
H 3.2962 1.9879 2.0592 -1.541 -2.544 -0.218
H 3.9351 0.1643 3.7457 -1.783 -0.708 -3.291
H 2.6127 -0.8826 3.1504 -1.685 -0.407 0.577
H 4.8648 -1.7581 2.3984 -1.021 -0.405 -1.220
H 4.8684 -0.1204 1.3389 -0.655 -2.941 1.405
H 3.9130 -1.6698 -0.4343 -0.989 1.493 2.266
H 2.9723 -2.4588 0.8686 0.422 1.421 -1.103
H 1.2628 -0.8600 0.9240 -5.863 -2.509 3.920
C -1.3611 -1.5722 -2.7756 5.490 -7.208 -6.395
H -1.3046 -2.6924 -3.4878 -0.757 2.510 1.284
C -1.9033 -0.5967 -3.5019 -6.945 8.258 -6.763
H -3.0432 -0.4438 -3.1349 2.278 0.181 -0.894
H -2.0608 -0.6726 -4.7207 0.316 -0.664 2.991
H -1.7895 -2.0024 -2.0583 -3.243 -2.300 6.522
H 0.5871 -1.7939 -4.5564 0.461 -0.146 0.099
H 1.8510 -1.2169 -3.4058 0.481 -0.038 -0.436
H -1.3934 1.6481 -4.0399 -0.276 -1.071 0.177
```
Positions in Å, forces in eV/Å.

## Properties
**Kohn-Sham gap**: 8.72 eV
**Charge**: 0
**Molecular weight**: 383.5 g mol⁻¹

Here is a 2-piece molecular cluster, CH7N2O overall from the Open Molecules 2025 dataset. Energies are from ωB97M-V/def2-TZVPD.

Geometry as XYZ:
```
11
Properties=species:S:1:pos:R:3:forces:R:3
O 1.6034 -0.5430 -0.9118 -0.059 0.859 -0.578
H 0.6297 0.9585 -0.0949 -1.390 0.527 -1.361
H 2.3707 -0.6891 -1.5222 -0.717 -0.004 0.835
H 1.5439 -1.2484 -0.2767 0.850 -0.883 0.006
N -0.4476 0.9798 -0.4105 0.265 -2.136 1.836
C -1.0148 0.0898 0.7430 2.526 1.336 -0.753
N -0.4219 -0.9575 1.2119 -2.695 1.472 -1.274
H -0.4406 0.5334 -1.3756 0.048 -0.074 1.031
H -0.9757 1.8706 -0.4717 0.521 0.032 0.333
H -1.6631 0.5749 1.5171 -0.253 0.041 -0.610
H -1.1839 -1.5690 1.5913 0.904 -1.169 0.536
```
Positions in Å, forces in eV/Å.

## Properties
**Kohn-Sham gap (spin up / spin down)**: 8.49 / 5.62 eV
**Multiplicity**: 2
**Charge**: +2
**Molecular weight**: 63.1 g mol⁻¹

Here is the molecule C2H4N4 from the Open Molecules 2025 dataset. Energies are from ωB97M-V/def2-TZVPD.

Geometry as XYZ:
```
10
Properties=species:S:1:pos:R:3:forces:R:3
C -0.2533 0.7320 1.1593 -0.054 0.020 0.068
N 1.2619 0.4178 -0.6972 -0.052 -0.138 -0.099
N 0.1227 0.0811 -0.0795 0.042 -0.101 -0.032
C -0.4363 -0.9256 -0.7672 0.036 0.063 0.007
N 0.3303 -1.2101 -1.7924 -0.113 0.037 0.081
N 1.3727 -0.3565 -1.7160 0.007 0.074 0.051
H -0.4257 1.7953 0.9812 -0.006 -0.163 0.037
H 0.5574 0.6088 1.8787 -0.127 0.041 -0.040
H -1.1600 0.2628 1.5446 0.118 0.090 -0.074
H -1.3697 -1.4056 -0.5115 0.148 0.077 0.002
```
Positions in Å, forces in eV/Å.

## Properties
**SMILES**: Cn1cnnn1
**Kohn-Sham gap**: 11.41 eV
**Charge**: 0
**Molecular weight**: 84.1 g mol⁻¹

Here is C36H28BClN13O6Pb as an isolated structure from the Open Molecules 2025 dataset. Energies are from ωB97M-V/def2-TZVPD.

Geometry as XYZ:
```
86
Properties=species:S:1:pos:R:3:forces:R:3
Pb -0.9726 -0.7130 -1.1783 0.020 0.060 -0.030
O 3.0475 -2.5674 3.3560 -0.003 0.004 0.012
C 2.2119 -1.5686 3.6598 0.006 -0.005 0.002
C 1.7663 -1.5678 4.9835 0.004 -0.005 -0.010
C 0.9087 -0.5981 5.4416 0.002 0.003 0.002
C 0.4510 0.4269 4.6004 0.001 0.006 -0.001
C 0.8685 0.4506 3.3053 -0.002 0.000 0.004
C 1.7550 -0.5404 2.7945 0.012 0.004 -0.008
C 2.0843 -0.3354 1.4252 -0.045 0.067 -0.062
O 1.7856 0.4528 0.5965 0.026 -0.089 0.079
N 3.2063 -1.4553 0.8721 0.047 0.056 -0.013
N 3.6859 -1.1027 -0.1319 -0.029 -0.051 -0.036
C 4.1040 -0.6587 -1.2329 0.003 0.010 0.007
C 3.4663 -1.0349 -2.5028 0.016 0.070 0.048
C 4.1613 -0.8134 -3.6802 0.008 0.016 0.019
C 3.5644 -1.2155 -4.8673 0.012 0.003 -0.025
C 2.3165 -1.8038 -4.8101 -0.038 -0.004 0.007
C 1.7018 -1.9641 -3.5695 0.000 -0.011 0.035
N 2.2552 -1.5892 -2.4238 -0.018 -0.089 -0.072
H 3.2741 -2.5943 2.4196 0.003 0.003 0.004
H 2.1239 -2.3583 5.6287 -0.001 0.001 0.002
H 0.5820 -0.6299 6.4728 0.001 0.000 0.000
H -0.2316 1.1767 4.9714 0.000 0.000 0.000
H 0.5324 1.2268 2.6309 -0.001 0.003 -0.006
H 5.0040 -0.0544 -1.1959 0.004 -0.009 0.034
H 5.1411 -0.3553 -3.6678 -0.001 -0.001 -0.001
H 4.0722 -1.0778 -5.8121 0.000 0.000 0.000
H 1.8148 -2.1422 -5.7059 0.002 0.001 0.000
H 0.7211 -2.4218 -3.5057 0.006 -0.009 -0.002
C 0.4706 -3.8306 1.9208 -0.006 -0.010 -0.010
C 0.5850 -3.1588 0.7053 0.027 0.011 0.008
N -0.3305 -2.1917 0.6249 -0.025 -0.031 -0.021
N -1.0558 -2.2348 1.7577 0.026 -0.001 0.014
C -0.5846 -3.2079 2.5587 -0.001 -0.012 0.003
B -2.3475 -1.3811 1.9776 -0.035 -0.016 0.004
N -2.0006 0.1296 1.8529 0.000 0.024 0.012
C -2.3631 1.1719 2.6141 -0.009 0.003 0.013
C -1.9828 2.3408 1.9795 0.001 0.009 -0.004
C -1.3925 1.9169 0.7949 0.017 -0.006 -0.017
N -1.4053 0.5856 0.7235 -0.004 0.017 -0.023
N -3.3730 -1.6900 0.8511 0.016 0.002 -0.005
C -4.7103 -1.8117 0.9242 -0.004 -0.015 -0.009
C -5.2250 -1.8917 -0.3531 0.002 0.014 0.006
C -4.1149 -1.7762 -1.1811 -0.001 0.002 0.010
N -3.0048 -1.6537 -0.4547 -0.002 -0.023 0.002
N -2.9131 -1.7402 3.3274 0.016 0.000 0.002
C -3.5964 -2.8702 3.6683 -0.004 -0.006 -0.003
C -3.5992 -2.9685 5.0324 -0.008 0.007 0.002
C -2.8641 -1.8455 5.4611 0.015 -0.016 -0.003
N -2.4369 -1.1243 4.4426 -0.025 0.009 0.006
H 1.0573 -4.6558 2.2840 -0.003 -0.001 0.000
H 1.2585 -3.3320 -0.1213 0.002 0.005 0.000
H -1.0311 -3.4022 3.5203 -0.004 0.007 -0.002
H -2.8452 1.0068 3.5614 0.001 -0.001 -0.004
H -2.1266 3.3488 2.3259 0.000 -0.002 0.000
H -0.9685 2.4926 -0.0128 -0.003 0.001 -0.001
H -5.2156 -1.8257 1.8744 0.005 -0.008 0.009
H -6.2549 -2.0087 -0.6384 0.000 0.001 0.001
H -4.0676 -1.7581 -2.2579 0.001 -0.001 0.000
H -4.0113 -3.5288 2.9235 -0.003 0.005 -0.008
H -4.0687 -3.7267 5.6342 -0.003 0.000 -0.003
H -2.6404 -1.5368 6.4703 0.001 0.002 0.000
O -3.6158 4.4766 -4.6356 -0.032 -0.090 0.087
C -2.4200 4.6954 -4.5856 0.139 0.031 -0.046
O -1.9498 5.7548 -5.1992 -0.045 -0.014 0.012
C -1.4209 3.8678 -3.8973 -0.040 0.065 0.039
C -0.0607 4.0964 -3.8387 0.028 -0.041 -0.019
Cl 0.8374 5.3758 -4.4801 -0.013 0.004 -0.002
N 0.4850 3.0980 -3.1131 0.008 0.031 -0.005
N -0.4502 2.2375 -2.6753 -0.021 0.020 0.032
C -1.6048 2.6851 -3.1371 -0.035 -0.057 -0.058
C -2.8323 1.8858 -2.8121 0.041 -0.008 0.045
O -3.9872 2.3007 -3.2341 -0.006 0.024 -0.052
O -2.7379 0.8621 -2.1580 -0.020 0.025 0.023
C 1.8669 2.9331 -2.7652 -0.009 -0.009 -0.003
C 2.8158 2.8571 -3.7733 -0.009 -0.005 0.005
C 4.1559 2.7727 -3.4271 0.001 0.004 -0.001
C 4.5288 2.7511 -2.0887 -0.001 0.001 0.002
C 3.5620 2.7964 -1.0922 0.000 -0.004 -0.005
C 2.2194 2.8926 -1.4272 0.006 -0.015 -0.001
H -3.9431 3.1373 -3.7773 -0.013 0.037 -0.022
H 2.5108 2.8844 -4.8112 0.009 0.000 -0.002
H 4.9092 2.7477 -4.2035 -0.003 0.000 -0.001
H 5.5787 2.7284 -1.8231 0.001 0.000 -0.001
H 3.8521 2.7962 -0.0493 -0.002 0.003 0.003
H 1.4580 2.9543 -0.6616 -0.001 -0.002 0.003
```
Positions in Å, forces in eV/Å.

## Properties
**Kohn-Sham gap (spin up / spin down)**: 6.56 / 5.89 eV
**Multiplicity**: 2
**Charge**: +2
**Molecular weight**: 992.2 g mol⁻¹

The max |F| results, record by record, are as follows: 14.4 3.3 0.2 0.1 eV/A.